This record from the Open Molecules 2025 dataset describes a 2-piece molecular cluster, CH3ClN2S overall. The level of theory is ωB97M-V/def2-TZVPD.

Output
Orbital gap in eV: 7.265
E_HOMO in eV: -9.254
Relative energy (zero: lowest compared OMol25 entry of this formula, charge and spin) in kJ/mol: 258.27
Electronic energy in a.u.: -1007.683911

Atoms and positions in Å:
C: -0.800 -0.976 -1.652
N: 0.125 0.077 0.406
N: 0.196 -0.500 -0.927
S: -1.241 -1.166 -3.127
Cl: -2.867 -1.168 0.184
H: 0.985 -0.274 0.982
H: -0.745 -0.311 0.844
H: 0.969 -0.209 -1.511